(1)
Here is C24H33IrN2 as an isolated structure from the OMol25 dataset. Energies are from ωB97M-V/def2-TZVPD.

Structure (ORCA input):
```
! RIJCOSX wB97M-V def2-TZVPD def2/J DEFGRID3
* xyz 1 6
C -1.349 0.079 1.956
C -1.511 -1.181 1.146
C -2.596 -0.906 0.215
C -2.963 0.442 0.304
C -2.242 1.065 1.322
Ir 0.255 -0.103 0.758
C 1.998 1.282 -1.577
C 1.712 1.326 -0.054
H 2.608 1.391 0.581
C 0.508 1.906 0.469
H -0.218 2.378 -0.202
H 0.564 2.366 1.466
C 3.464 1.653 -1.880
H 4.169 0.900 -1.510
H 3.596 1.727 -2.965
H 3.717 2.625 -1.432
C 1.149 2.353 -2.308
H 0.077 2.156 -2.211
H 1.376 3.361 -1.941
H 1.382 2.301 -3.378
C -1.353 -2.531 1.755
H -0.361 -2.653 2.195
H -2.105 -2.702 2.540
H -1.471 -3.307 0.993
C -3.346 -1.947 -0.520
H -2.729 -2.836 -0.697
H -4.235 -2.274 0.050
H -3.710 -1.573 -1.488
C -4.047 1.082 -0.504
H -3.957 0.822 -1.570
H -5.041 0.748 -0.167
H -4.014 2.175 -0.409
C -2.416 2.450 1.797
H -2.366 3.173 0.967
H -3.393 2.587 2.289
H -1.634 2.717 2.519
C -1.122 0.070 3.427
H -0.393 0.840 3.702
H -2.060 0.279 3.956
H -0.745 -0.894 3.777
C 0.547 -0.799 -1.509
C 1.619 0.012 -2.153
C -0.484 -1.126 -2.425
C 2.012 -0.371 -3.440
H 0.477 -1.448 -0.566
C -0.161 -1.381 -3.756
H -1.499 -1.285 -2.050
C 1.128 -1.107 -4.232
H 2.982 -0.072 -3.856
H -0.930 -1.759 -4.428
H 1.427 -1.425 -5.228
N 1.994 -1.485 2.828
C 3.257 -1.835 3.128
C 4.052 -1.455 2.060
C 3.206 -0.915 1.097
N 1.934 -0.896 1.601
H 1.171 -1.630 3.409
H 3.493 -2.325 4.056
H 5.115 -1.536 1.971
H 3.461 -0.507 0.122
*
```

## Properties
**Molecular weight**: 541.759 g mol⁻¹
**ΔE to the lowest compared entry with this formula, charge and spin**: 0.0 kJ/mol
**⟨S²⟩**: 8.80
**Electronic energy**: -1147.6256 Eh
**Orbital gap (spin up / spin down)**: 6.45 / 5.52 eV
**HOMO (spin up / spin down)**: -8.6 / -10.8 eV
**LUMO energy (spin up / spin down)**: -2.11 / -5.27 eV

***

(2)
Here is C31H33ClN7O2S2SiZr as an isolated structure from the OMol25 dataset. Energies are from ωB97M-V/def2-TZVPD.

Structure (ORCA input):
```
! RIJCOSX wB97M-V def2-TZVPD def2/J DEFGRID3
* xyz 1 1
Zr -0.051 -0.722 0.158
C -0.564 -1.601 4.679
Si 0.702 -1.079 3.410
C 1.373 -2.545 2.417
C 2.147 -0.347 4.363
N 0.075 0.009 2.169
C -0.888 0.979 2.470
C -0.909 1.725 3.650
C -1.866 2.704 3.878
C -2.835 2.970 2.927
C -2.851 2.244 1.740
C -1.892 1.276 1.541
O -1.837 0.520 0.351
C -2.828 0.773 -0.619
C -2.654 1.839 -1.481
C -3.648 2.095 -2.412
C -4.785 1.297 -2.460
C -4.939 0.247 -1.569
C -3.954 -0.025 -0.627
H -0.043 -2.008 5.544
H -1.248 -2.355 4.304
H -1.160 -0.759 5.025
H 1.107 -3.486 2.896
H 2.459 -2.493 2.341
H 1.008 -2.637 1.383
H 2.420 -1.037 5.161
H 1.911 0.604 4.836
H 3.028 -0.204 3.742
H -0.149 1.536 4.396
H -1.850 3.258 4.806
H -3.582 3.729 3.098
H -3.601 2.433 0.987
H -1.768 2.454 -1.414
H -3.535 2.921 -3.099
H -5.553 1.501 -3.189
H -5.833 -0.362 -1.595
H -4.062 -0.819 0.097
N 2.707 1.102 1.507
C 3.047 0.346 0.461
N 2.287 -0.623 -0.013
C 2.950 -1.295 -1.031
C 4.159 -0.796 -1.366
S 4.555 0.546 -0.354
C 2.309 -2.471 -1.601
C 2.873 -3.326 -2.484
S 1.741 -4.537 -2.929
C 0.579 -3.813 -1.868
N 1.003 -2.748 -1.223
N -0.643 -4.366 -1.778
H 1.761 0.988 1.893
H 3.275 1.883 1.784
H 4.835 -1.136 -2.126
H 3.865 -3.315 -2.890
H -0.886 -5.133 -2.378
H -1.390 -3.862 -1.332
O -0.358 -0.407 -1.783
C 0.410 -0.007 -2.787
C 0.506 -0.795 -3.936
C 1.354 -0.433 -4.963
C 2.123 0.725 -4.870
C 2.009 1.523 -3.750
C 1.146 1.185 -2.705
C 0.986 2.066 -1.553
N 0.553 1.744 -0.342
C 0.544 2.919 0.380
C 0.964 3.949 -0.399
N 1.242 3.395 -1.622
H -0.089 -1.695 -3.989
H 1.425 -1.060 -5.840
H 2.799 0.999 -5.664
H 2.624 2.412 -3.675
H 0.222 2.958 1.405
H 1.073 4.997 -0.203
H 1.524 3.895 -2.450
Cl -2.490 -2.013 1.897
C -1.520 -2.456 0.415
H -2.277 -2.520 -0.380
H -1.145 -3.458 0.641
*
```

## Properties
**Molecular weight**: 754.549 g mol⁻¹
**ΔE to the lowest compared entry with this formula, charge and spin**: 65.1 kJ/mol
**Electronic energy**: -3328.0603 Eh
**Orbital gap**: 8.36 eV
**HOMO**: -10.4 eV
**LUMO energy**: -2.07 eV

***

(3)
Here is a 2-piece molecular cluster, C24H26O5 overall from the OMol25 dataset. Energies are from ωB97M-V/def2-TZVPD.

Structure (ORCA input):
```
! RIJCOSX wB97M-V def2-TZVPD def2/J DEFGRID3
* xyz 0 1
C -3.740 -0.588 -2.243
C -2.570 0.348 -2.117
O -1.380 -0.448 -1.983
C -0.261 0.323 -1.855
C 0.943 -0.524 -1.746
C 0.815 -1.937 -2.133
C 2.234 0.134 -1.679
C 3.450 -0.673 -2.091
O 2.368 1.301 -1.308
O -0.328 1.542 -1.826
H -4.660 -0.003 -2.319
H -3.650 -1.204 -3.145
H -3.822 -1.248 -1.370
H -2.459 0.981 -3.009
H -2.667 0.992 -1.231
H -0.246 -2.195 -2.196
H 1.285 -2.117 -3.110
H 1.296 -2.598 -1.399
H 3.255 -1.738 -2.237
H 3.836 -0.260 -3.030
H 4.230 -0.563 -1.333
C -3.455 -4.504 0.904
C -3.834 -3.047 1.200
C -2.514 -2.345 1.205
C -1.506 -3.321 1.012
O -1.979 -4.581 0.813
C -0.149 -2.971 0.945
C 0.182 -1.640 1.002
C -0.808 -0.620 1.127
C -0.513 0.760 0.990
C 0.641 1.452 1.394
C 0.636 2.876 1.248
C 1.802 3.581 1.411
C 3.007 2.896 1.717
O 4.104 3.695 1.748
C 3.646 5.073 1.437
C 2.118 5.037 1.298
C 3.013 1.519 1.992
C 1.823 0.837 1.930
C -2.172 -1.014 1.277
H -3.770 -5.189 1.703
H -3.857 -4.853 -0.057
H -4.513 -2.651 0.437
H -4.336 -2.967 2.171
H 0.590 -3.755 0.818
H 1.217 -1.342 0.866
H -1.349 1.402 0.702
H -0.278 3.391 0.943
H 3.986 5.724 2.254
H 4.131 5.374 0.499
H 1.780 5.461 0.348
H 1.651 5.610 2.109
H 3.953 1.037 2.239
H 1.770 -0.195 2.260
H -2.949 -0.254 1.417
*
```

## Properties
**Molecular weight**: 394.467 g mol⁻¹
**ΔE to the lowest compared entry with this formula, charge and spin**: 33.4 kJ/mol
**Electronic energy**: -1306.2320 Eh
**Orbital gap**: 3.99 eV
**HOMO**: -5.8 eV
**LUMO energy**: -1.82 eV

***

Q: Which of these has the lowest electronic energy?
A: C31H33ClN7O2S2SiZr

***

Q: electronic energy of number 3 (C24H26O5)?
A: -1306.2320 Eh